Entry 1:
10
Properties=species:S:1:pos:R:3 method="wB97M-V/def2-TZVPD" e_tot_ha=-292.353817 e_lumo_ev=0.8701 de_lowest_kcal_mol=26.66 charge=0 multiplicity=1
F -1.276 -0.307 -1.190
O -0.138 1.368 0.948
C 0.853 0.489 0.980
C -0.140 -0.970 -0.840
C 0.760 -0.716 0.070
H 1.579 -1.434 0.105
H 0.951 0.078 1.991
H 1.836 0.986 0.918
H -0.763 1.189 0.243
H 0.147 -1.813 -1.392

---

Entry 2:
10
Properties=species:S:1:pos:R:3 method="wB97M-V/def2-TZVPD" e_tot_ha=-5716.949289 e_lumo_ev=-0.6595 de_lowest_kcal_mol=56.35 smiles="C#CSBr.C=NBr" charge=0 multiplicity=1
Br -0.063 5.204 2.472
Br 2.121 0.342 1.902
S -1.660 4.647 1.071
N 1.054 0.528 0.404
C 1.053 -0.334 -0.505
C -1.818 1.790 1.438
C -1.744 2.983 1.312
H -1.865 0.751 1.581
H 0.393 -0.125 -1.336
H 1.633 -1.253 -0.551

---

Entry 3:
29
Properties=species:S:1:pos:R:3 method="wB97M-V/def2-TZVPD" e_tot_ha=-706.043121 e_lumo_ev=0.7437 de_lowest_kcal_mol=39.48 smiles="CCCCC[C@@H](C)I.C=C=N" charge=0 multiplicity=1
I 0.066 2.689 -2.929
N 3.354 0.162 0.163
C 0.300 1.078 -1.516
C -2.133 -0.851 2.600
C -0.830 0.037 0.479
C 0.399 -0.218 -2.392
C -2.475 -2.247 2.092
C -0.943 1.061 -0.604
C 4.111 0.737 -0.573
C -2.074 0.090 1.364
C 4.640 1.332 -1.656
H -1.798 0.875 -1.409
H 3.640 0.034 1.118
H -1.795 -2.550 1.138
H -2.299 -2.906 2.864
H -0.333 -0.286 -3.163
H -2.313 1.109 1.803
H -2.815 -0.104 0.674
H 1.242 0.977 -0.949
H 0.396 -1.097 -1.645
H -2.922 -0.706 3.290
H 4.494 2.333 -1.690
H 1.250 -0.211 -3.084
H -1.204 2.011 -0.024
H 0.056 0.136 1.272
H -3.432 -2.279 1.649
H 5.320 0.693 -2.145
H -1.146 -0.807 3.106
H -0.753 -1.091 0.169